(1)
ORCA calculation (wB97M-V/def2-TZVPD) on 7 unconnected molecules or ions with the total composition C23H35Cl3O19S at a distorted geometry.

The geometry in ORCA input format:
```
! RIJCOSX wB97M-V def2-TZVPD def2/J DEFGRID3
* xyz 0 1
C 0.01 1.34 5.71
C -1.33 1.00 5.03
C -1.85 1.98 4.05
O -2.35 1.14 3.08
C -1.82 -0.06 3.15
O -1.87 -0.95 2.27
O -1.10 -0.17 4.31
H 0.90 1.31 5.09
H 0.23 0.62 6.50
H 0.02 2.36 6.10
H -2.15 0.91 5.74
H -1.16 2.74 3.69
H -2.70 2.58 4.39
C 0.51 3.58 -2.79
C 1.58 3.19 -1.75
C 2.57 2.04 -2.01
O 3.82 2.61 -1.68
C 3.66 3.95 -1.41
O 4.59 4.65 -1.03
O 2.36 4.30 -1.45
H 1.00 3.78 -3.75
H -0.08 4.42 -2.42
H -0.13 2.70 -2.84
H 1.01 2.93 -0.86
H 2.50 1.74 -3.06
H 2.43 1.13 -1.42
C 3.19 -2.92 -3.04
C 4.24 -2.51 -4.14
C 4.78 -3.74 -4.83
O 4.44 -3.74 -6.16
C 3.70 -2.62 -6.38
O 3.35 -2.23 -7.54
O 3.58 -1.83 -5.18
H 3.66 -3.41 -2.19
H 2.36 -3.58 -3.29
H 2.91 -2.01 -2.51
H 5.13 -1.98 -3.81
H 4.30 -4.62 -4.38
H 5.84 -3.84 -4.60
C -0.74 5.94 1.17
C -2.08 5.34 0.98
C -2.59 5.34 -0.45
O -2.17 4.10 -0.90
C -1.86 3.26 0.15
O -1.54 2.07 0.03
O -1.82 3.96 1.27
H -0.44 5.89 2.22
H -0.94 6.98 0.91
H 0.04 5.39 0.64
H -2.90 5.75 1.58
H -2.15 6.18 -1.00
H -3.67 5.42 -0.36
C -4.69 -3.50 -0.71
C -4.97 -4.42 -1.90
C -5.18 -5.84 -1.46
O -6.31 -6.16 -2.32
C -6.88 -5.07 -2.80
O -7.87 -5.06 -3.56
O -6.09 -4.03 -2.57
H -5.51 -3.49 0.01
H -4.55 -2.43 -0.90
H -3.85 -3.87 -0.13
H -4.18 -4.38 -2.65
H -5.37 -6.00 -0.40
H -4.25 -6.34 -1.72
O 5.01 -1.58 4.07
S 4.00 -0.54 4.17
O 4.48 0.81 4.48
O 2.97 -0.76 2.87
C 2.12 -1.78 3.10
C 2.10 -2.08 4.62
O 2.82 -1.00 5.21
H 1.18 -1.25 2.94
H 2.13 -2.60 2.37
H 2.42 -3.08 4.89
H 1.12 -1.82 5.04
Cl -1.67 -1.72 -0.59
C 0.04 -1.12 -0.59
Cl 0.44 -0.71 -2.28
Cl 1.13 -2.36 -0.07
H 0.11 -0.23 0.03
*
```

For the gap between HOMO and LUMO, the calculation gives 10.61 eV. The total energy is -4105.64053 Ha. Its structure (SMILES) is C[C@H]1COC(=O)O1.C[C@H]1COC(=O)O1.C[C@H]1COC(=O)O1.C[C@H]1COC(=O)O1.C[C@H]1COC(=O)O1.O=S1(=O)OCCO1.ClC(Cl)Cl.

(2)
ORCA calculation (wB97M-V/def2-TZVPD) on 4 unconnected molecules or ions with the total composition C25H47BNO9PS3 at a distorted geometry.

The geometry in ORCA input format:
```
! RIJCOSX wB97M-V def2-TZVPD def2/J DEFGRID3
* xyz 0 1
C -2.52 -2.49 1.82
B -1.41 -2.14 0.64
O -0.10 -2.89 0.72
C -1.64 -1.05 -0.59
N -0.39 -0.17 -0.72
C -1.86 -1.97 -1.97
O -2.09 -3.35 -1.53
C -3.25 -3.97 -2.21
C -4.64 -3.73 -1.32
C -5.49 -2.57 -2.13
C -6.93 -2.17 -1.46
C -8.30 -3.10 -1.50
C -9.67 -2.50 -0.79
C -9.76 -1.04 -0.04
C -8.40 -0.11 0.02
C -7.05 -0.72 -0.69
P -3.12 0.09 -0.18
C -3.47 1.36 -1.57
O -2.65 1.05 1.20
H -2.19 -1.94 2.82
H -3.62 -2.18 1.54
H -2.48 -3.66 2.04
H 0.24 -3.03 -0.23
H -0.33 0.32 0.22
H 0.45 -0.79 -0.78
H -2.70 -1.50 -2.63
H -0.84 -1.86 -2.57
H -3.09 -5.12 -2.40
H -3.38 -3.47 -3.28
H -5.19 -4.76 -1.27
H -4.36 -3.42 -0.22
H -5.63 -2.82 -3.29
H -4.81 -1.59 -2.08
H -8.30 -4.16 -2.02
H -10.66 -3.17 -0.82
H -10.75 -0.60 0.44
H -8.43 0.95 0.55
H -6.06 -0.05 -0.63
H -3.74 0.82 -2.59
H -4.43 1.98 -1.24
H -2.60 2.15 -1.69
H -1.98 1.73 0.83
O 1.14 3.01 -1.82
S 2.19 2.39 -1.04
O 2.00 2.02 0.35
C 2.80 0.98 -1.93
C 3.91 1.54 -2.81
C 4.69 2.52 -1.93
C 3.67 3.38 -1.19
H 2.00 0.51 -2.50
H 3.21 0.27 -1.20
H 4.55 0.75 -3.21
H 3.47 2.08 -3.66
H 5.28 1.95 -1.20
H 5.38 3.13 -2.51
H 4.02 3.66 -0.20
H 3.41 4.28 -1.76
O 5.17 5.61 -1.19
S 4.52 6.07 0.02
O 3.27 5.51 0.49
C 5.71 6.02 1.35
C 6.39 7.38 1.30
C 5.27 8.39 1.07
C 4.38 7.85 -0.05
H 6.40 5.19 1.21
H 5.15 5.89 2.29
H 6.94 7.59 2.22
H 7.10 7.41 0.47
H 4.68 8.50 1.99
H 5.66 9.38 0.81
H 3.34 8.13 0.09
H 4.73 8.18 -1.03
O 5.47 -4.57 2.38
S 4.48 -5.42 3.01
O 4.78 -6.76 3.47
C 3.73 -4.51 4.35
C 2.57 -3.78 3.69
C 1.91 -4.78 2.75
C 3.03 -5.47 1.96
H 4.46 -3.84 4.80
H 3.37 -5.24 5.08
H 1.86 -3.40 4.44
H 2.94 -2.92 3.12
H 1.37 -5.53 3.33
H 1.20 -4.30 2.07
H 2.79 -6.51 1.73
H 3.27 -4.92 1.04
*
```

For the gap between HOMO and LUMO, the calculation gives 8.51 eV. The total energy is -3273.05670 Ha. Its structure (SMILES) is CB(O)[C@@](N)(COCCCc1ccccc1)P(C)O.O=S1(=O)CCCC1.O=S1(=O)CCCC1.O=S1(=O)CCCC1.